1.
Here is a 3-piece molecular cluster, C3H15N2O2 overall in a non-equilibrium geometry from OMol25. Energies are from ωB97M-V/def2-TZVPD.

Its charge is +1. As for the gap between HOMO and LUMO: 10.65 eV. The total energy is -383.0704 hartree.

Geometry as XYZ:
```
22
C3H15N2O2 ωB97M-V/def2-TZVPD
O 0.99399 0.89444 2.44372
O -2.14421 -0.75142 2.18839
N 1.27749 1.39231 -0.95682
N 0.02607 -0.83389 0.48413
C -0.76985 -1.12596 -0.76457
C 0.94254 0.39384 -1.98034
C -0.50914 -0.02770 -1.81493
H 2.28178 1.42568 -0.83147
H 1.08544 0.69822 -3.02073
H 0.96067 2.29777 -1.26877
H 0.87553 -1.38301 0.47965
H -1.89168 -0.32119 3.01164
H -0.54109 -1.01224 1.33017
H 0.25641 0.16884 0.58585
H -1.81879 -1.14186 -0.52826
H -0.95340 -0.33925 -2.74715
H -0.41519 -2.08996 -1.09178
H 1.04911 1.86446 2.43612
H 1.76516 0.77563 3.02371
H -2.97134 -1.21756 2.36266
H 1.61268 -0.43773 -1.94735
H -1.11217 0.77057 -1.39386
```

---

2.
Here is a 3-piece molecular cluster, C32H72BrP2 overall in a non-equilibrium geometry from OMol25. Energies are from ωB97M-V/def2-TZVPD.

Its charge is +1. As for the gap between HOMO and LUMO: 6.00 eV. The total energy is -4518.8638 hartree.

Geometry as XYZ:
```
107
C32H72BrP2 ωB97M-V/def2-TZVPD
Br -0.25813 2.42525 0.60029
P 6.50275 0.78196 1.63003
P -6.41868 -0.80685 -1.90543
C 5.49732 -0.62327 1.38585
C 4.65832 1.79633 -2.98843
C -6.09238 0.91877 0.37196
C -5.02715 -0.02253 -4.23961
C -3.77507 0.83965 -4.57492
C 5.34692 -3.69587 2.31092
C -5.29032 -2.20771 -1.46946
C -3.99709 -3.33471 0.39896
C -6.81106 1.88915 1.33797
C 4.49941 4.56026 4.48020
C 6.53088 1.78039 -1.13500
C -4.00736 2.40845 -4.62101
C 8.60608 -0.92988 2.67033
C -5.49639 0.42574 -2.87080
C 7.34732 1.21778 0.05621
C 9.82353 -1.20007 3.55119
C -9.26294 -0.23846 -4.99759
C 5.64090 2.31510 2.27131
C 4.83756 -1.24779 2.63319
C -7.80394 -1.43650 -3.10485
C 4.24846 -2.68550 2.58613
C 7.92458 0.44301 2.73670
C -4.62186 -2.07169 -0.07485
C -4.97958 -4.47022 0.74881
C -10.57014 -1.10881 -4.98496
C 10.08640 -2.77690 3.74349
C 4.86419 2.15294 3.55939
C -7.17605 0.11957 -0.48234
C 3.81136 3.28056 3.86697
C -8.58746 -0.20635 -3.62183
C -5.82806 2.53671 2.32333
C 5.62193 0.86804 -2.14786
H 6.06846 2.65501 -0.67751
H 3.18795 2.77165 4.60212
H -8.43370 -2.13691 -2.55626
H -4.26234 2.82278 -3.64560
H 5.07885 4.30986 5.36882
H 4.32056 1.20946 3.51020
H 7.25952 2.19263 -1.83303
H -9.30552 0.06763 -2.84889
H 8.67242 1.11352 2.31332
H 10.74598 -0.80853 3.12238
H -7.88608 0.62790 -3.60792
H 7.62073 0.74610 3.73865
H -5.52461 -4.81583 -0.12959
H -6.17633 1.26661 -3.00758
H -4.68041 2.70661 -5.42488
H -5.88160 -4.10971 1.24325
H -3.90142 -1.25432 -0.04351
H -4.75819 0.70958 -2.12074
H -7.59287 -0.65890 0.15668
H 10.30828 -3.22108 2.77314
H -4.78503 -1.08498 -4.21361
H 4.17411 1.19122 -3.75489
H 3.93767 2.43251 -2.47459
H -3.33517 -3.57840 -0.43205
H -10.34319 -2.12489 -4.66218
H 4.81158 -0.43664 0.55940
H -5.75727 0.15787 -5.02858
H -4.80358 2.58614 1.95441
H -5.64973 1.89314 3.18479
H 8.01055 2.05306 0.28107
H -3.13776 0.53687 -3.74410
H -7.25396 -1.97797 -3.87453
H 5.63536 -1.34938 3.36891
H 3.50436 -2.78195 1.79548
H 8.81778 -1.17019 1.62844
H -7.83409 0.82675 -0.98731
H -5.35713 1.53262 -0.14832
H -11.29786 -0.52148 -4.42499
H -5.42568 -1.95636 0.65225
H -8.60710 -0.47430 -5.83564
H 5.63024 1.99363 4.31826
H 3.82877 -2.89327 3.57041
H -4.53292 -2.27162 -2.25071
H 4.00546 -0.62845 2.96803
H -9.45723 0.81578 -5.19488
H 5.06376 5.10048 3.72008
H -10.92266 -1.09639 -6.01630
H -7.62025 1.37136 1.85295
H -3.29731 0.44116 -5.46994
H -7.26387 2.71892 0.79524
H 6.14035 0.18008 -2.81574
H -3.08070 2.88054 -4.94737
H 10.91823 -2.99280 4.41396
H -6.15558 3.48277 2.75436
H 7.80433 0.26208 -0.20040
H 4.94903 -4.70908 2.25430
H 9.73732 -0.79779 4.56057
H 6.33546 3.14919 2.37128
H -4.54499 -5.30922 1.29226
H -5.88004 -3.11726 -1.58363
H 6.22881 -1.32475 0.98465
H 5.73504 -3.57437 1.29964
H 3.62031 5.13836 4.76494
H 3.24972 3.38965 2.93919
H -3.44490 -3.13249 1.31672
H 5.01421 2.58491 1.42126
H 9.22903 -3.41151 3.96777
H -5.46302 0.32284 1.03292
H 4.99884 0.30432 -1.45354
H 7.78090 -1.53144 3.05152
H 6.15086 -3.51146 3.02349
H 5.23495 2.52158 -3.56256
```

---

3.
Here is a 2-piece molecular cluster, C4H11NO3 overall in a non-equilibrium geometry from OMol25. Energies are from ωB97M-V/def2-TZVPD.

Its structure (SMILES) is O=CCCNCO.O. As for the gap between HOMO and LUMO: 9.65 eV. The total energy is -439.4337 hartree.

Geometry as XYZ:
```
19
C4H11NO3 ωB97M-V/def2-TZVPD
O 0.56438 -3.20149 1.65289
O -0.03791 2.34360 2.80816
O 0.81749 1.57626 -2.35315
N -0.32294 -0.23769 -1.25810
C -0.17119 -0.29411 0.19899
C -0.23584 1.28476 2.26051
C 0.72478 0.16764 -2.14750
C -0.52195 1.09280 0.81421
H -0.21478 0.38954 2.90148
H 0.86785 -0.60025 0.30495
H -0.29492 1.96278 0.20059
H -0.97577 -0.93086 0.56141
H -0.37417 -3.16553 1.87460
H 0.27066 1.83158 -3.10322
H -1.27480 -0.05682 -1.55940
H 0.58893 -0.41460 -3.05953
H 0.54070 -2.77117 0.78051
H -1.61065 1.10852 0.76931
H 1.66013 -0.08497 -1.64672
```

---

4.
Here is C55H46N5O7Pt as an isolated structure in a non-equilibrium geometry from OMol25. Energies are from ωB97M-V/def2-TZVPD.

Its spin multiplicity is 3. Its charge is -1. As for the gap between HOMO and LUMO (spin up / spin down): 4.15 / 7.02 eV. The total energy is -3043.2364 hartree.

Geometry as XYZ:
```
114
C55H46N5O7Pt ωB97M-V/def2-TZVPD
Pt 17.64932 11.44785 8.75441
O 16.77437 13.18532 8.12958
O 29.23786 16.60436 9.36767
O 13.47470 13.46947 9.69416
O 18.75475 9.82549 11.55766
O 16.12558 10.37300 9.61204
O 12.86873 11.43525 8.84100
O 19.31704 9.38481 6.98912
N 19.11784 12.36883 7.76594
N 23.11339 15.03546 8.22690
N 18.87927 9.91199 9.19194
N 23.19322 14.80977 10.48949
N 18.78228 12.54165 10.49154
C 12.92941 8.69639 9.23443
C 14.14688 9.28632 9.74836
C 19.84380 13.09612 9.95537
C 20.74168 13.49626 12.22317
C 14.25931 11.54499 8.56926
C 16.24355 8.57759 7.42146
C 18.62456 12.40549 11.82099
C 15.98182 14.78560 11.05446
C 11.88914 12.02875 10.92062
C 19.51654 7.90339 10.25788
C 20.90492 13.65834 10.83750
C 21.99566 14.42362 8.75362
C 29.98581 16.20472 10.53588
C 19.98632 13.10372 8.50579
C 25.87058 16.08374 10.66469
C 14.43266 9.70716 6.27526
C 18.98603 9.33120 10.48286
C 14.80091 13.59746 6.36050
C 21.14447 13.79099 6.51022
C 14.96084 10.18256 8.83136
C 25.19700 15.79202 9.41406
C 15.67100 13.82986 8.68509
C 27.89570 16.49402 9.40746
C 12.15561 7.95654 10.10498
C 14.17602 15.59006 7.56893
C 20.99165 13.85976 7.87794
C 13.67318 8.35155 11.94558
C 13.45759 16.06608 6.46928
C 16.83624 15.90530 9.06295
C 23.84908 15.23322 9.35490
C 19.19168 12.42306 6.43520
C 12.48853 7.81701 11.45888
C 13.97729 14.04950 5.26709
C 15.70917 7.98968 5.09034
C 12.33997 12.54017 9.53560
C 14.83746 14.35882 7.50831
C 16.73814 15.62444 11.85170
C 27.17925 16.50127 10.63934
C 11.18026 13.24424 8.80490
C 25.88082 15.85512 8.19312
C 14.69466 8.97045 5.11576
C 17.53704 16.75984 9.90521
C 17.53567 16.59539 11.26316
C 15.19972 9.51940 7.42734
C 14.57711 9.01704 11.07531
C 16.13054 14.90854 9.65937
C 20.17624 13.15229 5.75954
C 19.51400 12.97013 12.67116
C 22.00058 14.23684 10.10374
C 16.47054 7.81784 6.27865
C 13.33673 15.27452 5.33138
C 20.15472 8.02158 8.92304
C 14.67241 12.78175 9.39573
C 19.46758 9.15089 8.19762
C 27.21450 16.27438 8.18665
H 13.91281 8.23378 12.99618
H 16.78118 15.39629 12.88886
H 17.74651 11.81507 12.26548
H 15.98900 7.52650 4.14323
H 14.14569 9.31584 4.24460
H 25.36496 15.58859 7.28448
H 20.17469 7.66061 11.08526
H 18.06063 17.56251 9.43403
H 19.32143 13.11087 13.73608
H 15.57490 9.28541 11.42088
H 14.30490 11.69208 7.53523
H 27.60699 16.75489 11.62459
H 27.75769 16.26158 7.20548
H 16.48945 8.20064 8.46068
H 18.13147 17.30965 11.96028
H 21.99301 14.33022 6.07785
H 23.57091 14.74413 11.43166
H 30.94786 15.90498 10.19155
H 15.46020 12.74146 6.25208
H 10.38045 12.58637 8.52331
H 10.68561 14.02773 9.46679
H 11.29558 7.44183 9.64504
H 25.35760 16.04239 11.59190
H 30.04964 17.05124 11.25125
H 20.40538 12.85686 4.70010
H 11.03653 11.35799 10.81763
H 18.41476 11.91936 5.81071
H 16.85808 16.02312 7.95968
H 21.14163 8.33231 9.04927
H 11.79418 7.30772 12.08370
H 15.11699 12.34189 10.29678
H 11.66919 12.82877 11.66055
H 12.93506 17.07444 6.57658
H 12.68502 15.67022 4.56223
H 12.75750 11.52985 11.40371
H 13.75871 13.40685 4.40975
H 29.60202 15.27482 11.00013
H 13.61532 10.44425 6.13773
H 20.18672 7.20207 8.23220
H 15.29345 14.04062 11.49820
H 11.60593 13.75331 7.93603
H 14.17525 16.05568 8.54856
H 17.42191 7.34712 6.30147
H 21.57579 13.86981 12.78709
H 12.79978 8.61274 8.15567
H 18.63992 7.24126 10.35957
```